Entry 1:
DFT (the ωB97M-V functional and the def2-TZVPD basis) results for C3H4FNOS2 in the gas phase at a distorted geometry.

Geometry (Å):
C  -1.86800  -0.79763  -0.10908
C  -0.39026  -0.73565  0.26412
C  2.20166  0.99266  -0.09891
H  -2.17372  -1.59037  -0.88097
H  -2.34930  -1.18790  0.89123
H  -0.24419  1.38304  -0.19100
H  3.17542  0.91305  0.39926
N  -0.00579  0.53552  0.27496
O  1.28676  0.64487  0.81039
F  -2.32458  0.49106  -0.51040
S  0.60713  -1.96340  0.80454
S  2.08485  1.31476  -1.65413

Results
Max |F|, hartree/bohr: 0.05153
HOMO level, eV: -8.83
SMILES: FCC(=S)NOC=S
LUMO, eV: 0.004
Kohn-Sham gap, eV: 8.837
Energy above the lowest of the compared OMol25 structures with the same formula, charge and spin, eV: 2.870
Charge: 0
E, eV: -31098.273

Results of the Mulliken charge analysis, in e, for atoms 1 through 4: atom 1 (C): -0.194, atom 2 (C): 0.165, atom 3 (C): 0.002, atom 4 (H): 0.276

Entry 2:
DFT (the ωB97M-V functional and the def2-TZVPD basis) results for 2 unconnected molecules or ions with the total composition C3H4FNS at a distorted geometry.

Geometry (Å):
C  2.15366  1.22604  -0.14582
C  -0.37337  -0.38186  -0.76384
C  2.20010  -0.11767  0.10330
N  1.90680  2.28615  -0.53413
F  3.35139  -0.79284  0.39614
S  1.09083  -1.35999  -0.44208
H  -1.12841  -0.91705  -1.32608
H  -0.22343  0.60357  -1.36347
H  -1.04326  -0.10551  0.15064
H  1.97196  0.67052  2.11097

Results
Max |F|, hartree/bohr: 0.06610
HOMO level (alpha / beta), eV: -8.59 / -10.06
LUMO (alpha / beta), eV: -0.866 / -1.181
Kohn-Sham gap (alpha / beta), eV: 7.721 / 8.878
Energy above the lowest of the compared OMol25 structures with the same formula, charge and spin, eV: 4.536
Charge: 0
E, eV: -18213.462

Results of the Mulliken charge analysis, in e, for atoms 1 through 4: atom 1 (C): 0.652, atom 2 (C): -0.875, atom 3 (C): -0.146, atom 4 (N): -0.374

Entry 3:
DFT (the ωB97M-V functional and the def2-TZVPD basis) results for a molecular structure, C3H4FNS at a distorted geometry.

Geometry (Å):
C  0.17874  -0.85982  -0.12704
C  -1.23682  -0.31401  0.04455
C  -1.25559  1.04125  0.01164
H  3.11851  0.80080  0.83585
H  0.27576  -1.99892  -0.37575
H  -0.44266  1.64959  -0.22831
H  -2.20997  1.71088  -0.23532
N  1.07194  -0.01202  -0.03337
F  -2.08505  -1.42957  0.11121
S  2.58516  -0.58819  -0.00346

Results
Max |F|, hartree/bohr: 0.12367
HOMO level, eV: -8.73
LUMO, eV: -0.024
Kohn-Sham gap, eV: 8.711
Energy above the lowest of the compared OMol25 structures with the same formula, charge and spin, eV: 3.582
Charge: 0
E, eV: -18214.417

Results of the Mulliken charge analysis, in e, for atoms 1 through 4: atom 1 (C): 0.021, atom 2 (C): 0.281, atom 3 (C): -0.644, atom 4 (H): 0.157

Entry 4:
DFT (the ωB97M-V functional and the def2-TZVPD basis) results for C3H4FNS in the gas phase at a distorted geometry.

Geometry (Å):
C  0.42320  -0.70759  -0.56507
C  -0.35429  0.00491  0.47094
C  -0.96469  -0.51784  1.50711
H  1.48498  2.10566  -1.23283
H  0.55405  -1.76232  -0.36761
H  -0.74305  -1.55096  1.79079
H  -1.67407  0.05757  2.08637
N  0.92758  -0.30186  -1.67378
F  -0.60207  1.32638  0.17547
S  0.94837  1.34606  -2.19138

Results
Max |F|, hartree/bohr: 0.03621
HOMO level, eV: -8.63
SMILES: C=C(F)/C=N\S
LUMO, eV: -0.076
Kohn-Sham gap, eV: 8.551
Energy above the lowest of the compared OMol25 structures with the same formula, charge and spin, eV: 1.489
Charge: 0
E, eV: -18216.510

Results of the Mulliken charge analysis, in e, for atoms 1 through 4: atom 1 (C): -0.147, atom 2 (C): 0.755, atom 3 (C): -0.733, atom 4 (H): 0.132

Entry 5:
DFT (the ωB97M-V functional and the def2-TZVPD basis) results for C3H4FNS in the gas phase at a distorted geometry.

Geometry (Å):
C  0.15830  -0.80332  -0.41416
C  0.92853  -0.20714  -1.21097
C  -0.44561  -0.22378  0.84852
N  -0.47434  1.19012  0.79035
F  1.57947  -0.22818  -2.31897
S  0.99639  1.84911  0.27633
H  -0.25565  -1.80832  -0.70281
H  -1.59913  -0.63634  0.96490
H  0.22172  -0.57533  1.66384
H  -1.10967  1.44318  0.10297

Results
Max |F|, hartree/bohr: 0.10022
HOMO level (alpha / beta), eV: -8.64 / -8.65
LUMO (alpha / beta), eV: -0.277 / -0.276
Kohn-Sham gap (alpha / beta), eV: 8.367 / 8.370
Energy above the lowest of the compared OMol25 structures with the same formula, charge and spin, eV: 3.416
Charge: 0
E, eV: -18214.582

Results of the Mulliken charge analysis, in e, for atoms 1 through 4: atom 1 (C): -0.079, atom 2 (C): -0.059, atom 3 (C): -0.278, atom 4 (N): -0.362

Entry 6:
DFT (the ωB97M-V functional and the def2-TZVPD basis) results for a molecular structure, C3H4FO3Tm at a distorted geometry.

Geometry (Å):
F  -4.73242  0.49040  -0.04146
O  -1.34076  0.06106  2.39035
C  -1.13503  -1.06399  1.84680
C  -3.48863  0.26189  0.77551
O  0.01417  -1.56627  1.79967
O  -2.09651  -1.65513  1.14873
C  -2.74482  -0.89629  0.12473
Tm  1.14740  -0.09387  3.39789
H  -2.96596  1.21508  0.62559
H  -3.92377  -0.02411  1.74204
H  -1.99432  -0.52769  -0.58329
H  -3.44450  -1.58199  -0.36587

Results
Max |F|, hartree/bohr: 0.08247
2S+1: 4
HOMO level (alpha / beta), eV: -12.92 / -14.18
LUMO (alpha / beta), eV: -5.796 / -7.373
Kohn-Sham gap (alpha / beta), eV: 7.126 / 6.808
Energy above the lowest of the compared OMol25 structures with the same formula, charge and spin, eV: 0.000
Charge: +1
E, eV: -41555.737

Results of the Mulliken charge analysis, in e, for atoms 1 through 4: atom 1 (F): -0.362, atom 2 (O): -0.525, atom 3 (C): 1.438, atom 4 (C): -0.177

Entry 7:
DFT (the ωB97M-V functional and the def2-TZVPD basis) results for a molecular structure, C3H4FeO3 at a distorted geometry.

Geometry (Å):
O  0.35621  -0.38854  1.08790
C  0.90510  -1.58462  0.71957
O  0.53929  -2.07168  -0.40631
O  1.71054  -2.08173  1.49372
C  -0.64027  0.22587  0.28290
H  -1.65994  0.05234  0.64737
C  -0.29772  1.52320  -0.22907
H  0.69475  1.90034  0.05395
H  -1.15869  2.18852  -0.35892
Fe  -0.40414  -0.98638  -1.65724
H  -0.04513  1.22268  -1.63387

Results
Max |F|, hartree/bohr: 0.07853
2S+1: 5
HOMO level (alpha / beta), eV: -7.88 / -8.63
LUMO (alpha / beta), eV: -1.837 / -1.790
Kohn-Sham gap (alpha / beta), eV: 6.044 / 6.836
Energy above the lowest of the compared OMol25 structures with the same formula, charge and spin, eV: 2.583
Charge: 0
E, eV: -43701.287

Results of the Mulliken charge analysis, in e, for atoms 1 through 4: atom 1 (O): -0.345, atom 2 (C): 0.827, atom 3 (O): -0.701, atom 4 (O): -0.595

Entry 8:
DFT (the ωB97M-V functional and the def2-TZVPD basis) results for a molecular structure, C3H4HgLi2O2 at a distorted geometry.

Geometry (Å):
O  0.82961  -0.95377  0.34916
C  1.70823  -0.01686  -0.00904
C  -0.60785  -0.89785  -0.10078
O  2.83723  -0.27770  0.49023
C  -1.29424  0.42026  -0.15283
Li  4.39017  0.23908  -0.18824
H  -1.07594  -1.50135  0.69426
H  -0.67860  -1.58714  -0.95113
H  -1.09832  0.73829  0.87786
H  -1.67344  0.94938  -1.04451
Li  0.32735  1.64817  -0.92043
Hg  -3.66420  1.23950  0.95546

Results
Max |F|, hartree/bohr: 0.04527
2S+1: 3
HOMO level (alpha / beta), eV: -3.27 / -8.25
LUMO (alpha / beta), eV: -0.611 / -1.893
Kohn-Sham gap (alpha / beta), eV: 2.660 / 6.358
Energy above the lowest of the compared OMol25 structures with the same formula, charge and spin, eV: 0.000
Charge: 0
E, eV: -11851.044

Results of the Mulliken charge analysis, in e, for atoms 1 through 4: atom 1 (O): -0.199, atom 2 (C): 0.148, atom 3 (C): -0.162, atom 4 (O): -0.523

Entry 9:
DFT (the ωB97M-V functional and the def2-TZVPD basis) results for a molecular structure, C3H4HgNaO4 at a distorted geometry.

Geometry (Å):
O  -0.90393  -1.19440  -0.26977
C  0.33429  -0.95289  0.38505
C  -2.04794  -0.79334  0.20788
O  0.97377  -0.02615  -0.11376
O  0.50869  -1.52927  1.45869
C  -2.86854  0.26601  -0.24190
Hg  2.03017  0.55285  -2.16994
H  -2.43325  1.26480  -0.19161
H  -3.19384  0.07777  -1.27214
Na  2.50118  -1.01521  2.38557
O  -2.30503  -0.84498  1.53724
H  -3.07292  -1.45399  1.71626
H  -3.23733  0.23887  1.16747

Results
Max |F|, hartree/bohr: 0.08858
2S+1: 2
HOMO level (alpha / beta), eV: -17.58 / -17.79
LUMO (alpha / beta), eV: -8.882 / -10.838
Kohn-Sham gap (alpha / beta), eV: 8.701 / 6.954
Energy above the lowest of the compared OMol25 structures with the same formula, charge and spin, eV: 4.663
Charge: +2
E, eV: -19936.092

Results of the Mulliken charge analysis, in e, for atoms 1 through 4: atom 1 (O): -0.194, atom 2 (C): 0.786, atom 3 (C): 0.729, atom 4 (O): -0.658

Entry 10:
DFT (the ωB97M-V functional and the def2-TZVPD basis) results for a molecular structure, C3H4HoO3 at a distorted geometry.

Geometry (Å):
H  2.54673  0.02306  -0.65335
Ho  2.54015  1.34471  1.12489
O  -1.41608  -0.80902  -0.12902
C  -1.78313  0.46497  0.09808
C  0.00845  -0.97220  0.10279
O  -2.95036  0.75968  0.29385
O  -0.76894  1.28250  0.08462
C  0.61895  0.36510  -0.23264
H  0.37784  -1.78038  -0.53964
H  0.10716  -1.27256  1.15682
H  0.71924  0.59415  -1.30640

Results
Max |F|, hartree/bohr: 0.07413
2S+1: 6
HOMO level (alpha / beta), eV: -7.53 / -8.08
LUMO (alpha / beta), eV: -1.020 / -2.088
Kohn-Sham gap (alpha / beta), eV: 6.509 / 5.988
Energy above the lowest of the compared OMol25 structures with the same formula, charge and spin, eV: 0.000
Charge: 0
E, eV: -35110.044

Results of the Mulliken charge analysis, in e, for atoms 1 through 4: atom 1 (H): -0.112, atom 2 (Ho): 0.879, atom 3 (O): -0.349, atom 4 (C): 0.655